This record from the Open Molecules 2025 dataset describes a 11-piece molecular cluster, C38H73Cl20NO6 overall. The level of theory is the ωB97M-V functional and the def2-TZVPD basis.

Computed properties:
- HOMO level (eV) = -9.96

XYZ file:
```
138
Properties=species:S:1:pos:R:3:forces:R:3
Cl 11.9855 -1.3193 -0.7593 0.059 -0.009 -0.033
Cl -9.9238 4.4506 -4.9332 -0.008 0.016 0.016
Cl -11.5612 -7.1931 2.6710 -0.028 0.010 -0.007
Cl 12.3075 5.0528 1.2785 0.065 0.151 -0.084
Cl 13.1665 8.7838 0.5193 0.066 0.079 -0.055
Cl -7.2014 3.3681 -5.0077 0.092 0.150 -0.037
Cl 11.8189 -7.8601 -3.2847 -0.022 0.038 -0.004
Cl -12.4790 -7.2234 -2.1481 -0.031 0.017 -0.179
Cl 9.5296 -2.3309 -2.0041 0.001 -0.019 -0.022
Cl -12.0960 -4.8904 0.9343 -0.040 -0.531 0.085
Cl -5.7093 -0.0109 -3.1290 -0.027 0.125 -0.168
Cl 14.5209 13.2454 -1.2023 -0.018 -0.015 -0.012
Cl -9.9273 -6.5480 -3.4307 0.002 0.018 0.003
Cl 12.3273 -3.6235 -5.7027 -0.015 0.006 0.005
Cl 14.6280 -8.5251 -3.8017 0.014 0.019 -0.013
Cl 13.9726 -3.4877 -3.2807 -0.010 0.019 0.057
Cl 17.4380 12.9527 -1.0664 0.016 -0.019 -0.010
Cl 9.4823 5.6736 1.8036 0.001 0.004 -0.027
Cl -8.5378 0.5906 -3.6053 -0.118 -0.155 0.162
Cl 15.9008 8.7055 -0.5300 0.047 -0.122 0.006
O -10.5866 -1.9812 0.2068 0.296 0.057 -0.596
O -9.0488 -2.2200 2.2957 -0.533 0.112 -0.070
O -12.7421 -1.8453 0.1452 0.128 -0.099 0.039
O -6.9301 3.5753 0.5280 -0.038 -0.216 -0.057
O -8.9279 -0.8521 3.9961 -0.581 0.467 0.078
O -10.4182 -2.5788 4.0828 0.758 -0.008 -0.080
N -11.8870 -2.2132 0.8314 -0.198 0.572 0.110
C -11.3228 -5.9370 -2.5351 0.006 0.071 0.024
C -8.0164 4.1574 -0.1812 -0.009 0.486 0.061
C -9.3385 4.0203 0.5693 -0.163 -0.409 -0.042
C -9.5413 2.6351 1.2241 0.089 0.635 -0.182
C -8.8488 -0.9418 1.6781 -1.302 0.617 -1.156
C -7.2520 -0.6095 -3.7575 -0.003 -0.060 -0.052
C 10.3017 2.0936 2.2666 -0.035 -0.262 -0.179
C 13.3849 -7.2693 -3.8567 0.012 0.046 -0.023
C -0.1044 -2.2692 0.7892 0.263 0.053 -0.751
C -7.5484 -0.8503 0.8941 0.632 -0.654 0.248
C -10.0250 -0.7498 0.6300 0.003 0.040 0.539
C -8.2428 4.7383 -5.4042 0.044 0.036 -0.046
C -1.2455 -3.1591 0.2541 0.044 -0.235 0.513
C -8.2495 1.2986 3.0433 0.130 0.097 0.426
C 11.0132 6.2587 1.1438 -0.097 -0.007 0.024
C 1.1408 -3.0602 1.1807 0.100 0.138 0.363
C -9.0866 0.0474 2.8546 0.611 -0.125 0.752
C 7.5013 0.4049 0.6296 0.070 -0.150 0.552
C 10.9008 -2.7022 -0.9492 0.049 -0.086 0.045
C -9.5573 -1.9649 3.5374 0.146 -0.359 0.130
C 3.6727 -2.7319 1.0707 -0.170 0.584 0.295
C 4.8886 -2.1662 1.8087 0.385 -0.029 -0.390
C -3.3774 -1.7209 0.2543 0.099 -0.019 -0.350
C 9.0294 0.4001 0.8519 -0.087 0.278 -0.132
C -12.2179 -6.6496 1.1222 0.016 -0.007 0.142
C -6.3604 -1.6160 1.5176 -0.297 0.139 0.469
C -2.6104 -2.8897 0.9063 0.359 0.436 0.121
C 12.8200 -2.6370 -4.3222 -0.055 0.048 0.007
C 9.6868 1.8004 0.8954 -0.093 -0.103 0.273
C -4.7144 -2.1136 -0.3841 0.308 -0.296 -0.062
C 2.3342 -2.1693 1.5776 0.080 -0.475 0.001
C 14.3925 7.8111 -0.3066 -0.023 -0.088 -0.002
C -5.7525 -2.6646 0.5915 0.142 0.371 -0.232
C 15.9094 12.2075 -1.5512 -0.010 -0.035 0.005
C -8.9767 2.5864 2.6584 -0.027 -0.018 -0.306
C 6.7591 -0.4148 1.7011 -0.159 0.321 -0.020
C 5.3130 -0.7714 1.3213 -0.009 -0.247 0.332
C -6.2041 2.6468 -0.2523 -0.069 -0.102 -0.062
H -7.1299 -0.8376 -4.8094 0.050 0.028 0.000
H 5.2170 -0.7477 0.2314 -0.069 0.053 0.018
H -5.4264 2.1955 0.3649 -0.024 0.139 0.086
H -6.8575 1.8423 -0.6142 0.038 0.066 -0.083
H 5.7378 -2.8378 1.6342 -0.058 -0.002 0.044
H -3.4978 -0.8854 0.9499 -0.107 -0.102 0.050
H -7.2942 0.1988 0.7400 -0.181 -0.007 -0.052
H 15.9408 12.0239 -2.6184 0.006 0.051 -0.007
H -10.9762 -5.4948 -1.6082 0.006 -0.037 0.019
H 8.9222 2.5588 0.7075 0.088 0.028 -0.172
H -8.2101 4.8980 -6.4750 -0.027 -0.044 -0.007
H -0.9769 -4.2011 0.4593 0.003 0.027 -0.073
H 14.5951 6.9320 0.2931 0.013 0.039 0.051
H 1.4518 -3.7161 0.3614 -0.162 0.061 -0.094
H 10.5239 -2.9813 0.0275 -0.049 0.068 -0.001
H -5.6103 -0.9046 1.8778 0.077 -0.104 -0.108
H 11.3120 7.1392 1.6941 0.007 -0.036 0.073
H -3.1907 -3.8136 0.9305 -0.144 0.103 -0.125
H 13.2747 -6.9343 -4.8809 -0.021 -0.047 -0.013
H -4.4942 -2.8996 -1.1188 -0.030 0.052 -0.006
H 13.6936 -6.4491 -3.2219 0.009 -0.016 0.042
H 3.6669 -3.8219 1.1546 -0.046 0.038 -0.043
H 10.9813 1.2868 2.5564 0.036 0.070 -0.013
H 6.7534 0.1981 2.6097 0.083 -0.221 0.092
H -9.7958 2.7695 3.3619 0.055 -0.063 0.004
H -6.5600 -3.1189 0.0078 0.018 -0.158 0.185
H 7.1427 1.4337 0.7271 -0.079 -0.028 -0.335
H -8.1004 3.7322 -1.1885 0.007 -0.206 0.135
H 10.4381 1.8952 0.1078 0.011 0.024 0.045
H 10.8551 3.0323 2.2786 -0.155 -0.083 0.106
H -9.4424 4.7939 1.3348 0.061 -0.006 -0.037
H -13.2632 -6.9287 1.0703 -0.009 0.035 0.026
H -10.8193 -0.1252 1.0514 0.053 -0.015 0.029
H 9.5233 -0.1859 0.0755 -0.124 -0.099 0.062
H -8.2763 3.4135 2.7788 0.027 -0.061 0.029
H -10.1394 4.1829 -0.1596 0.073 0.140 0.041
H -1.3017 -3.0585 -0.8330 -0.120 -0.082 0.018
H -9.6574 -0.2269 -0.2549 0.031 -0.100 -0.012
H 15.7910 11.2808 -1.0032 -0.020 0.103 0.010
H -9.0773 1.8922 0.5677 -0.002 -0.100 0.132
H -7.8816 5.6116 -4.8750 -0.017 -0.022 0.049
H 0.8936 -3.7165 2.0234 0.024 -0.077 -0.118
H 2.4053 -2.1066 2.6683 -0.179 0.191 -0.042
H 2.1732 -1.1624 1.1834 0.107 0.044 0.108
H -11.6588 -7.1222 0.3296 0.082 -0.026 0.011
H -5.0981 -1.2723 -0.9679 -0.122 -0.067 0.253
H 9.4997 2.1209 3.0100 0.131 0.119 0.072
H 4.7247 -2.1488 2.8910 -0.051 -0.072 -0.027
H 7.2337 0.0297 -0.3610 0.073 0.101 -0.032
H 11.4623 -3.5181 -1.3911 0.013 0.022 -0.024
H -7.8029 5.2250 -0.3175 0.045 -0.058 -0.066
H 3.7642 -2.4515 0.0154 0.052 -0.379 -0.056
H 14.0101 7.5301 -1.2803 -0.001 0.061 -0.017
H -5.2843 -3.4478 1.1906 -0.100 -0.068 -0.039
H -7.7475 -1.2742 -0.0954 0.050 0.036 0.004
H -10.1371 0.3543 2.9191 -0.014 -0.073 -0.352
H -11.8297 -5.1986 -3.1439 -0.015 -0.038 -0.034
H -8.0524 1.3532 4.1190 0.071 -0.059 -0.078
H -0.4213 -1.6353 1.6221 -0.094 -0.101 0.026
H 7.3199 -1.3223 1.9462 -0.019 -0.026 -0.161
H -6.7179 -2.1366 2.4090 -0.008 0.098 -0.011
H 9.2247 -0.1064 1.8021 0.095 0.007 -0.036
H 13.2948 -1.7354 -4.6890 0.048 -0.037 -0.028
H -5.7350 3.1224 -1.1208 -0.002 0.007 0.016
H 11.9392 -2.3938 -3.7388 -0.007 -0.043 0.000
H 0.2065 -1.5901 -0.0148 -0.080 0.144 0.164
H 4.6225 -0.0358 1.7453 0.016 0.101 -0.268
H -7.2691 1.2552 2.5627 -0.123 -0.144 -0.121
H -2.4003 -2.6198 1.9467 -0.156 -0.257 0.052
H -7.5229 -1.4992 -3.2009 -0.034 0.042 0.055
H -2.7477 -1.3331 -0.5554 -0.046 0.106 0.081
H 10.8720 6.4941 0.0961 -0.008 -0.057 -0.012
H -10.6196 2.4562 1.2253 0.084 -0.280 0.078
```
Forces are in eV/Å.

Atomic partial charges in e from the Mulliken method, atoms 1 to 5:
1. Cl -0.1387
2. Cl -0.1548
3. Cl -0.1678
4. Cl -0.1817
5. Cl -0.1699